Record 1
Density functional theory data (the ωB97M-V functional and the def2-TZVPD basis) for C26H43F3O2P2Y as an isolated structure.

LUMO ... -3.11 eV
Orbital gap ... 6.79 eV
Energy above the lowest of the compared OMol25 structures with the same formula, charge and spin ... 0.0 kcal per mole

```
! RIJCOSX wB97M-V def2-TZVPD def2/J DEFGRID3
* xyz 1 1
Y 0.24 -0.53 0.38
C -0.50 -2.65 2.20
C 0.87 -2.78 1.75
C 0.79 -1.28 3.52
C -0.53 -1.73 3.28
C 1.65 -1.89 2.56
C -1.63 -3.55 1.83
H -1.56 -3.94 0.81
H -2.60 -3.04 1.93
H -1.64 -4.42 2.51
C -1.70 -1.44 4.15
H -2.62 -1.86 3.74
H -1.85 -0.36 4.26
H -1.56 -1.85 5.16
C 1.22 -0.40 4.64
H 1.08 -0.86 5.64
H 0.65 0.54 4.64
H 2.28 -0.13 4.56
C 3.13 -1.74 2.55
H 3.61 -2.31 3.37
H 3.41 -0.68 2.68
H 3.59 -2.07 1.61
C 1.42 -3.85 0.88
H 1.80 -4.72 1.47
H 2.27 -3.49 0.28
H 0.68 -4.24 0.16
C -1.74 0.55 -3.97
C -2.07 -0.76 -3.88
C -1.08 -1.85 -4.19
C 0.41 -1.51 -4.00
C 0.84 -0.58 -2.88
C 1.08 0.74 -3.02
C 0.60 1.65 -4.09
C -0.67 1.16 -4.82
H -1.21 -2.13 -5.25
H 0.78 -1.17 -4.98
H -1.33 -2.77 -3.63
H -0.38 0.48 -5.64
H -2.47 1.29 -3.63
H -3.14 -1.03 -3.75
H -1.14 2.04 -5.30
H 0.45 2.66 -3.66
H 1.76 1.24 -2.33
H 1.38 1.80 -4.86
H 0.93 -2.47 -3.78
H 1.34 -1.12 -2.05
P -1.99 1.03 -0.26
P 1.82 1.85 0.23
C -0.86 2.17 -1.23
C 0.52 2.78 -0.74
H -1.53 3.04 -1.42
H -0.77 1.62 -2.18
H 1.07 3.15 -1.62
H 0.24 3.65 -0.12
C 2.41 3.07 1.47
H 3.23 2.60 2.04
H 1.62 3.39 2.16
H 2.80 3.93 0.91
C 3.45 1.60 -0.62
H 3.77 2.55 -1.08
H 3.41 0.78 -1.37
H 4.17 1.31 0.17
C -3.62 1.27 -1.03
H -4.19 0.34 -0.91
H -3.58 1.55 -2.09
H -4.15 2.05 -0.46
C -1.79 -0.74 -0.98
H -1.11 -1.65 -0.77
H -1.58 -0.52 -2.02
H -2.81 -1.14 -0.92
F -1.64 3.89 3.94
C -1.16 2.64 3.74
F 0.03 2.56 4.42
F -2.06 1.78 4.32
C -0.92 2.26 2.20
O -1.19 3.17 1.42
O -0.45 1.07 1.93
*
```

Record 2
Density functional theory data (the ωB97M-V functional and the def2-TZVPD basis) for C15H30N2O4P2Pd as an isolated structure.

LUMO (spin up / spin down) ... -0.47 / -0.50 eV
Orbital gap (spin up / spin down) ... 2.96 / 6.32 eV
⟨S²⟩ ... 6.06

```
! RIJCOSX wB97M-V def2-TZVPD def2/J DEFGRID3
* xyz 0 5
Pd 1.71 -0.27 1.05
P -0.09 -0.20 -3.75
P -0.15 -0.73 3.34
N 0.79 1.41 0.87
H -1.21 -0.68 -3.00
C -0.52 1.05 -4.98
H -0.01 0.81 -5.93
H -0.21 2.05 -4.66
H -1.61 1.02 -5.13
C 0.56 -1.61 -4.63
H 0.94 -1.27 -5.60
H -0.26 -2.32 -4.78
H 1.36 -2.08 -4.05
C 1.01 0.42 -2.47
H 2.04 0.51 -2.84
H 0.95 -0.28 -1.63
H 0.64 1.39 -2.12
C -1.38 0.49 2.87
H -1.62 1.07 3.77
H -2.27 -0.03 2.50
H -0.96 1.12 2.07
C -0.91 -1.77 4.60
H -0.97 -1.24 5.57
H -0.30 -2.68 4.71
H -1.91 -2.07 4.24
C 1.20 0.14 4.23
H 1.02 0.04 5.31
H 1.26 1.20 3.97
H 2.14 -0.35 3.99
C 1.98 1.96 0.76
C 3.36 3.95 0.83
C 2.11 3.38 0.69
C 3.15 1.14 0.79
C 4.37 1.75 1.13
C 4.48 3.15 1.09
H 3.48 5.03 0.75
H 1.18 3.96 0.57
H 3.21 0.12 0.29
H 5.21 1.11 1.39
H 5.45 3.64 1.26
C -2.22 -1.56 -1.23
O -1.14 -1.23 -0.73
C -3.25 -0.58 -1.70
H -4.18 -0.77 -1.13
H -3.46 -0.68 -2.78
H -2.94 0.45 -1.48
C -2.73 -2.96 -1.32
H -3.39 -3.12 -0.45
H -1.90 -3.67 -1.26
H -3.33 -3.10 -2.23
O -3.92 -0.81 1.33
N -3.68 -2.04 1.37
O -3.43 -2.66 2.41
O 0.33 -1.57 2.14
*
```

Record 3
Density functional theory data (the ωB97M-V functional and the def2-TZVPD basis) for C3H4HoO3 as an isolated structure.

LUMO (spin up / spin down) ... -10.71 / -11.27 eV
Orbital gap (spin up / spin down) ... 5.32 / 7.04 eV
Energy above the lowest of the compared OMol25 structures with the same formula, charge and spin ... 109.2 kcal per mole
⟨S²⟩ ... 8.76

```
! RIJCOSX wB97M-V def2-TZVPD def2/J DEFGRID3
* xyz 2 6
O -1.44 2.27 -1.24
C -2.03 3.13 -1.69
O -0.02 -1.97 -0.21
C -0.11 -2.31 1.06
C 1.31 -0.98 1.78
O 0.37 -0.03 1.67
Ho -0.23 0.23 -0.52
H -0.22 -2.21 2.33
H 1.46 -1.32 2.81
H -1.12 -2.74 1.18
H 2.27 -1.16 1.28
*
```

| no. | electronic energy (Eh) | F_max (eV/A) |
| --- | --- | --- |
| 1 | -2187.31473 | 5.127 |
| 2 | -1810.25566 | 5.454 |
| 3 | -1289.57816 | 4.159 |